DFT (ωB97M-V/def2-TZVPD) results for a molecular structure, C40H57NO2PdSe at a distorted geometry.

Geometry as XYZ:
```
102
Properties=species:S:1:pos:R:3:forces:R:3:lowdin_charge:R:1
Pd -10.64261 18.17385 7.57379 -0.2 -0.5 -0.2 0.733
C -10.25076 15.35944 -0.13710 1.0 -0.9 -1.2 -0.063
C -10.56790 14.76313 1.20800 -1.6 0.9 0.2 -0.553
C -9.45998 13.78472 1.53998 -0.1 0.1 1.0 -0.059
C -11.89847 14.01877 1.07817 -0.6 0.6 -0.5 -0.042
C -10.73476 15.96405 2.20175 1.3 -2.3 -0.6 -0.111
C -9.90065 15.95222 3.32989 -0.1 0.2 -0.5 -0.061
C -10.07027 16.97957 4.19145 0.1 0.7 0.6 -0.377
Se -9.14024 16.85867 5.83047 0.6 0.0 1.1 1.138
C -9.95451 15.22023 6.46625 0.7 0.0 -0.9 -0.404
C -9.31809 13.98618 6.23258 1.3 0.8 -0.2 -0.087
C -9.94091 12.81654 6.56468 -0.3 -1.3 0.1 -0.199
C -11.31005 12.83626 6.90720 0.4 1.9 0.0 0.032
C -11.92272 14.08657 7.12661 -1.6 -0.5 -0.2 -0.073
C -11.23141 15.33735 7.00912 0.2 -0.3 0.4 -0.394
O -11.75395 16.48882 7.40861 0.0 -1.0 -0.5 -0.282
C -13.43839 14.17977 7.46157 0.1 0.8 0.6 -0.519
C -14.24396 15.15877 6.49796 0.0 -2.1 -1.2 -0.037
C -14.10638 12.80823 7.45645 -0.6 0.3 -0.2 -0.096
C -13.56881 14.62273 8.94462 1.0 0.2 0.2 -0.055
C -9.16237 11.49034 6.62072 0.6 0.3 0.1 -0.561
C -9.58941 10.54282 5.50617 -0.2 -0.9 -0.1 -0.056
C -9.39610 10.85691 8.01027 -0.5 -1.1 -1.8 -0.034
C -7.66634 11.75738 6.45366 0.9 -1.6 0.6 -0.086
C -10.88787 18.19127 3.95326 -0.3 -1.4 -0.6 -0.359
O -10.79623 19.12198 4.74360 -0.3 0.7 0.0 -0.006
C -11.81169 18.09678 2.77549 -0.6 -0.5 1.0 -0.035
C -11.66633 16.97869 1.98799 -1.4 0.9 -1.5 0.020
C -13.02148 19.06390 2.67085 1.7 0.8 -0.4 -0.505
C -14.04526 18.75869 1.59665 -0.4 -0.6 -0.5 -0.080
C -13.83229 19.09666 3.97196 -0.2 -0.5 -0.6 -0.037
C -12.36295 20.49046 2.43672 -0.2 1.0 0.2 -0.032
H -10.20445 14.55479 -0.88704 0.1 0.0 0.2 0.098
H -10.95626 16.03616 -0.54636 -0.9 0.8 0.0 0.067
H -9.28175 15.85129 -0.16014 0.2 0.1 0.1 0.095
H -9.36813 12.96353 0.83633 -0.2 0.1 -0.4 0.092
H -8.58306 14.39703 1.49739 1.1 -0.1 0.1 0.079
H -9.54282 13.32058 2.53603 -0.1 0.3 -0.2 0.089
H -11.73457 13.15935 0.42406 -0.3 0.0 0.0 0.088
H -12.29963 13.69964 2.02184 0.1 -0.4 0.6 0.080
H -12.69937 14.66238 0.65397 0.6 -0.3 0.0 0.089
H -9.11577 15.19122 3.49573 -0.9 0.5 0.0 0.111
H -8.25070 13.93151 5.83927 -1.7 0.5 0.6 0.117
H -11.85862 11.89579 6.99939 0.1 0.5 0.1 0.103
H -14.11853 14.84049 5.38194 -0.1 0.4 1.8 0.106
H -15.32335 14.99763 6.72555 0.6 0.4 -0.1 0.076
H -13.97151 16.20023 6.55026 0.1 0.2 0.3 0.048
H -14.07930 12.42975 6.43910 0.2 -0.7 0.0 0.081
H -13.65386 12.14218 8.22418 -0.3 0.2 -0.8 0.090
H -15.18672 12.93158 7.68685 0.6 -0.1 0.1 0.090
H -12.96206 15.51917 9.20278 -0.4 -0.7 -0.3 0.082
H -14.59880 14.83200 9.20169 -0.4 0.0 0.0 0.072
H -13.23162 13.75588 9.55682 -0.1 0.7 -0.1 0.088
H -10.64158 10.26029 5.58254 0.0 -0.1 0.3 0.078
H -9.53675 11.03775 4.54522 0.3 0.2 -0.3 0.071
H -8.98449 9.59291 5.45656 -0.5 1.0 0.2 0.101
H -10.48159 10.81344 8.11841 0.2 -0.3 0.5 0.070
H -8.96556 9.83599 7.99208 -0.3 0.4 0.2 0.093
H -8.94684 11.42798 8.77901 0.4 0.6 0.9 0.074
H -7.42548 12.12319 5.47636 0.1 0.0 -0.8 0.062
H -7.30892 12.52196 7.13423 0.1 -0.1 0.4 0.079
H -7.04692 10.79879 6.61410 -1.0 1.4 -0.2 0.116
H -12.33544 16.93525 1.07216 0.9 -0.2 1.3 0.133
H -14.52029 17.75978 1.69437 0.3 0.5 0.2 0.098
H -14.82397 19.50948 1.67167 -0.3 0.1 0.2 0.084
H -13.73863 18.83534 0.56646 0.7 0.0 -0.4 0.075
H -14.43841 18.17220 4.12159 0.6 0.6 0.0 0.111
H -13.21787 19.35475 4.79175 0.7 -0.3 1.0 0.032
H -14.48118 19.94668 3.88168 -0.8 0.3 -0.1 0.077
H -11.96910 20.73330 1.40156 -0.8 -0.7 1.0 0.099
H -13.05579 21.31284 2.77452 0.2 -0.8 -0.7 0.091
H -11.51388 20.66243 3.11432 -0.2 -0.5 -0.2 0.065
C -12.70621 20.87300 6.89057 -1.7 0.3 1.0 -0.052
C -12.53902 21.31411 8.36743 0.6 0.7 -0.7 -0.399
C -12.91990 20.33250 9.42021 -0.9 -0.5 -1.0 -0.060
C -11.16555 21.86526 8.61037 1.1 1.4 0.2 -0.132
C -11.05485 23.19734 9.02631 2.3 -0.2 0.3 -0.017
C -9.77925 23.81541 9.27269 0.1 -1.1 0.0 -0.039
C -8.57642 23.09450 9.04415 -1.9 0.4 -0.2 -0.045
C -8.63933 21.80860 8.55172 0.6 -0.2 -0.8 -0.116
C -7.32202 21.15099 8.06214 -1.0 1.0 1.7 -0.401
C -7.39385 20.61162 6.68518 0.5 0.4 -2.1 -0.087
C -6.91261 20.11821 9.06563 0.5 -2.2 -0.9 -0.073
C -9.92496 21.13683 8.38503 0.1 0.1 -0.2 -0.234
N -9.95001 19.87669 7.97258 0.2 1.2 0.4 0.056
H -13.77096 20.55859 6.81629 0.6 0.0 -0.3 0.093
H -12.06991 20.11679 6.45381 0.3 -0.2 0.4 0.018
H -12.59947 21.77806 6.32027 0.1 0.3 -0.6 0.082
H -13.24303 22.15093 8.51687 0.4 0.0 -0.3 0.133
H -12.33708 19.44512 9.27859 0.2 -0.8 0.5 0.050
H -13.97028 20.13117 9.27589 -0.4 -0.6 -0.1 0.084
H -12.87305 20.76108 10.38504 0.6 0.3 1.2 0.076
H -11.93893 23.74601 9.23702 -0.7 0.4 0.0 0.095
H -9.61463 24.82818 9.65902 -0.8 -0.3 -0.2 0.101
H -7.64668 23.62812 9.19031 0.2 -0.3 -0.1 0.110
H -6.54291 21.92181 8.03854 -0.4 0.2 0.3 0.131
H -7.67362 19.57193 6.60848 -0.5 -0.2 0.1 0.038
H -6.39012 20.66288 6.22955 -0.2 -0.1 0.2 0.088
H -8.02283 21.25324 6.02906 0.2 -0.6 0.4 0.104
H -7.55767 19.23256 9.02730 -0.1 0.0 -0.5 0.074
H -6.98806 20.33163 10.08804 0.2 1.2 1.5 0.062
H -5.90145 19.75281 8.84498 -0.1 0.1 0.1 0.091
```
Positions in Å, forces in eV/Å.

Values from the calculation:
**HOMO-LUMO gap (alpha / beta)**: 7.8 / 5.5 eV
**Spin multiplicity**: 5
**E_tot**: -116811.9992 eV
**HOMO (alpha / beta)**: -7.297 / -7.297 eV
**E_LUMO (alpha / beta)**: 0.535 / -1.837 eV


DFT (ωB97M-V/def2-TZVPD) results for a molecular structure, C40H58BFeGeN8O2S at a distorted geometry.

Geometry as XYZ:
```
112
Properties=species:S:1:pos:R:3:forces:R:3:lowdin_charge:R:1
Fe 0.35031 -0.33907 -0.74782 0.4 -0.1 0.2 0.844
C -1.90047 2.78522 3.47559 0.1 -0.1 0.0 0.001
C -0.54780 2.15317 3.35631 -0.1 -0.2 -0.1 -0.246
C 0.67434 2.69471 3.71762 0.2 0.1 0.1 0.022
C 1.60902 1.73401 3.40527 0.1 -0.2 -0.2 -0.050
N 1.02706 0.65596 2.84274 -0.1 0.3 0.2 0.134
N -0.32174 0.93226 2.83915 -0.1 -0.4 -0.5 -0.044
B 2.07782 -0.47153 2.17162 -0.1 -0.1 0.0 -0.593
N 1.46618 -1.80821 1.72373 -0.3 0.2 -0.1 0.027
C 1.79293 -3.02718 2.19856 -0.1 -0.1 0.2 -0.038
C 1.02611 -3.96620 1.54663 0.0 -0.3 0.0 0.007
C 0.23539 -3.24312 0.63554 -0.1 -0.2 0.0 -0.312
C -0.82410 -3.73193 -0.30800 0.2 0.2 0.1 0.010
N 0.52309 -1.95140 0.73456 0.1 0.9 0.1 0.014
N 2.78691 0.18480 0.96606 -0.1 0.0 0.0 0.025
C 3.77174 1.10158 0.97618 0.0 0.2 0.1 -0.070
C 4.02254 1.50106 -0.31425 0.2 0.2 -0.1 0.008
C 3.12851 0.76604 -1.10228 -0.1 -0.3 -0.2 -0.310
C 2.96016 0.75827 -2.59381 0.0 0.0 0.3 0.003
N 2.39221 -0.03780 -0.32596 0.0 0.6 0.2 0.034
N 3.07637 -0.70865 3.28696 -0.2 0.1 -0.2 -0.050
C 4.41185 -0.96885 3.20373 -0.1 -0.1 -0.1 -0.078
C 4.82944 -1.36528 4.44285 0.1 -0.1 0.3 -0.011
C 3.66014 -1.33401 5.25087 0.1 -0.1 0.1 -0.335
C 3.52625 -1.70355 6.70039 0.0 0.1 -0.1 -0.027
N 2.61058 -0.94310 4.54930 0.6 0.0 -0.2 0.123
H -2.08625 3.07400 4.51094 0.0 0.0 -0.1 0.092
H -2.71034 2.13125 3.15784 0.1 0.1 0.0 0.063
H -1.92431 3.69517 2.87273 0.0 0.0 0.0 0.091
H 0.84911 3.66461 4.16075 0.0 -0.2 0.0 0.123
H 2.67932 1.75719 3.54995 -0.2 0.0 0.0 0.129
H 2.54601 -3.15363 2.97135 -0.3 0.1 -0.2 0.133
H 1.03855 -5.04068 1.69791 0.0 0.3 -0.1 0.115
H -0.77624 -4.81276 -0.40999 0.0 0.0 0.0 0.091
H -0.72232 -3.28023 -1.29882 0.0 -0.1 0.2 0.053
H -1.81897 -3.46850 0.06058 0.0 0.0 0.0 0.084
H 4.24361 1.41674 1.89782 -0.1 -0.1 -0.2 0.125
H 4.76123 2.22366 -0.64522 -0.2 -0.2 0.1 0.117
H 3.86020 0.37846 -3.07770 0.0 0.0 0.0 0.096
H 2.77337 1.76512 -2.97084 0.0 0.0 0.0 0.077
H 2.12495 0.12003 -2.88209 0.1 0.1 0.0 0.040
H 4.96102 -0.86815 2.27264 -0.2 -0.1 0.3 0.126
H 5.83655 -1.63381 4.74212 -0.3 0.1 -0.1 0.109
H 4.48974 -1.63591 7.20530 -0.1 0.0 0.0 0.077
H 3.16238 -2.72763 6.80466 0.0 0.0 0.0 0.079
H 2.81333 -1.04413 7.20185 0.1 -0.1 -0.1 0.077
C -3.20692 0.13687 5.18598 -0.2 0.1 0.3 -0.217
Ge -1.96981 -0.99719 4.21708 0.0 0.0 -0.1 0.817
C -2.87480 -2.60972 3.64054 0.0 -0.4 0.1 -0.201
C -0.36096 -1.39751 5.20238 0.1 -0.1 0.3 -0.213
C -1.38032 -0.06397 2.54896 0.2 0.2 0.5 -0.168
H -3.64236 -0.45990 5.99526 0.0 0.2 -0.1 0.030
H -4.02187 0.47530 4.53948 0.1 0.0 0.1 0.027
H -2.71211 1.00413 5.63250 -0.1 -0.1 -0.1 0.016
H -3.59979 -2.92676 4.39791 0.1 0.0 -0.1 0.029
H -2.14986 -3.42004 3.49455 -0.2 0.1 0.0 0.026
H -3.40935 -2.44508 2.70902 -0.1 0.0 -0.1 0.009
H -0.62235 -1.88081 6.15175 0.1 0.1 -0.2 0.034
H 0.22758 -0.49998 5.41270 -0.1 -0.2 0.0 0.013
H 0.26966 -2.08069 4.62263 -0.1 0.2 0.2 0.011
H -2.21097 0.41815 2.03161 0.2 0.1 0.0 0.080
H -1.00193 -0.83148 1.90339 0.4 -0.2 -0.4 0.036
C 1.46974 -2.80061 -3.16112 0.0 -0.3 -0.3 -0.057
C 0.41613 -2.47427 -4.23097 0.0 0.3 0.2 -0.344
C 0.73338 -1.13219 -4.92035 0.1 -0.2 -0.1 -0.059
C -1.02813 -2.51043 -3.73065 0.2 -0.1 -0.2 -0.152
C -1.88264 -3.47106 -4.27109 0.3 0.0 -0.1 -0.039
C -3.23038 -3.50769 -3.96582 -0.1 -0.1 0.0 -0.080
C -3.74419 -2.55216 -3.11139 0.0 0.2 0.2 -0.040
C -2.92632 -1.58407 -2.52263 0.0 0.2 0.0 -0.144
C -3.54927 -0.50434 -1.65508 -0.2 -0.1 -0.3 -0.386
C -4.23644 0.54285 -2.54453 0.0 0.1 0.1 -0.060
C -4.54803 -1.06175 -0.64444 -0.1 0.1 0.1 -0.070
C -1.54987 -1.57407 -2.81580 0.7 0.5 0.3 -0.260
O -0.69211 -0.65692 -2.23114 -1.4 -1.0 -0.7 -0.293
H 2.47219 -2.76291 -3.60396 -0.1 0.0 0.1 0.085
H 1.32746 -3.80553 -2.74649 0.0 0.2 0.0 0.085
H 1.45046 -2.08904 -2.34531 0.0 0.2 0.2 0.031
H 0.49524 -3.25362 -4.99067 0.0 0.0 0.0 0.125
H 0.64169 -0.30672 -4.21420 -0.1 0.0 -0.1 0.045
H 0.04516 -0.94738 -5.75149 0.1 0.0 0.1 0.086
H 1.75825 -1.13733 -5.31678 -0.2 0.0 0.1 0.083
H -1.47413 -4.20321 -4.96604 0.0 0.1 0.1 0.115
H -3.87839 -4.26010 -4.40665 0.1 0.1 0.1 0.106
H -4.81102 -2.55940 -2.89199 0.2 0.0 0.0 0.111
H -2.74305 -0.02128 -1.11268 0.2 0.2 0.2 0.093
H -5.06900 0.08044 -3.08644 0.1 0.1 0.1 0.086
H -3.53660 0.94064 -3.28584 -0.1 0.0 0.1 0.068
H -4.63835 1.37988 -1.94971 0.1 -0.2 -0.1 0.080
H -5.41894 -1.50278 -1.14343 0.1 0.1 0.1 0.076
H -4.91871 -0.26447 0.01559 0.1 -0.2 -0.1 0.080
H -4.08822 -1.83633 -0.03166 0.0 -0.1 0.1 0.067
C 1.76854 5.97249 -5.88494 0.0 -0.2 0.1 -0.038
C 1.17204 4.99295 -4.90022 0.0 0.1 -0.1 -0.249
C 1.65202 4.90118 -3.59056 0.0 0.0 0.0 -0.023
C 1.06222 4.05035 -2.66962 0.2 0.1 0.1 -0.078
C -0.01632 3.27668 -3.06776 -0.1 0.1 -0.2 -0.416
C -0.48748 3.30999 -4.37274 0.0 0.0 -0.1 -0.064
C 0.11051 4.17137 -5.28133 0.0 0.0 -0.1 -0.024
S -0.93028 2.31551 -1.91137 0.1 -0.5 0.0 0.978
C -1.68864 3.65520 -1.02152 0.0 0.2 0.4 -0.211
O 0.09938 1.77281 -0.91311 -0.2 -0.3 0.2 -0.560
H 2.57061 6.55643 -5.43217 -0.1 -0.1 0.0 0.078
H 1.00326 6.66405 -6.24449 0.0 0.0 0.0 0.088
H 2.17361 5.45261 -6.75847 0.0 0.0 0.1 0.089
H 2.48936 5.51906 -3.28465 0.0 0.0 0.0 0.118
H 1.44289 3.97809 -1.65232 -0.1 0.0 -0.1 0.119
H -1.31318 2.66958 -4.67635 0.1 0.1 0.1 0.117
H -0.25602 4.21024 -6.30463 0.0 0.0 0.2 0.125
H -0.88544 4.23828 -0.56092 -0.2 0.0 0.0 0.066
H -2.34337 3.21776 -0.25928 0.1 0.1 -0.2 0.056
H -2.26927 4.26186 -1.71986 0.1 -0.1 0.1 0.075
```
Positions in Å, forces in eV/Å.

Values from the calculation:
**HOMO-LUMO gap (alpha / beta)**: 8.0 / 8.1 eV
**Net charge**: +1
**Spin multiplicity**: 5
**E_tot**: -160851.0110 eV
**HOMO (alpha / beta)**: -9.815 / -9.914 eV
**E_LUMO (alpha / beta)**: -1.771 / -1.769 eV


E_tot of number 1 (C40H57NO2PdSe)?
-116811.9992 eV